No. 1
Below is a structure of composition C24H36ClF10I2NO4S in a non-equilibrium geometry, with properties calculated with wB97M-V/def2-TZVPD.

Results
Energy ... -101868.2636 eV
Gap between HOMO and LUMO ... 8.2 eV

ORCA input file:
```
! wB97M-V def2-TZVPD RIJCOSX def2/J DEFGRID3
* xyz 0 1
C 3.44446 -0.09265 3.49780
C 3.10056 -0.86564 2.04835
C 1.75647 -1.74840 2.18892
Cl 2.55138 -3.47928 2.27582
C 0.45338 -1.61495 1.23589
C 0.00938 -3.13003 0.79528
C -0.64395 -4.17604 1.80511
C -0.58803 -4.02376 3.40396
O -0.00450 -5.51298 1.52484
O -0.55355 -1.15819 2.20498
S -2.11606 -0.99661 1.80662
O -2.70362 0.06352 2.83356
O -3.09059 -2.21226 2.08777
C -2.29516 -0.43806 0.04865
I -3.56664 -2.07208 -0.88833
C -3.40223 0.74762 -0.03786
I -2.93484 2.73378 0.69130
C -4.91795 0.32390 0.52641
C -5.71902 1.57489 1.27266
C -0.93408 -0.35990 -0.85427
C -1.01953 0.71577 -2.04935
C 0.24665 1.32290 -2.83527
C 0.00283 2.82566 -3.52850
F 0.80017 2.80083 -4.81265
F -1.42276 3.00346 -3.99709
C 0.48794 4.07341 -2.59346
F 0.60935 3.78134 -1.14671
F -0.60860 5.11000 -2.69900
C 1.85610 4.83544 -3.05741
F 1.74000 5.54687 -4.38566
F 2.05540 5.95635 -2.06175
C 3.23039 3.95407 -3.00428
F 4.33296 4.93454 -2.67275
F 3.63914 3.35455 -4.31369
F 3.29495 2.92081 -1.94842
C 0.53621 -0.54545 -0.05948
C 0.77656 1.03255 0.44439
N 1.00453 1.32874 1.88078
C 0.19975 2.46804 2.45038
C 1.71830 -1.07341 -1.09018
F 2.64734 -2.12254 -0.62699
C 1.38659 -1.69404 -2.53893
C 1.48615 -3.35993 -2.65726
H 2.47879 0.48107 3.90194
H 3.73582 -0.95039 4.25592
H 4.37195 0.61840 3.38436
H 4.11003 -1.48427 1.86524
H 3.14216 -0.05139 1.21412
H 1.47205 -1.61848 3.34783
H -0.84307 -2.98722 -0.03323
H 0.82945 -3.70744 0.14155
H -1.79038 -4.39391 1.53759
H -1.70088 -3.94189 3.82675
H -0.00454 -3.12287 3.85442
H -0.14833 -5.01106 3.90898
H -0.67427 -6.23793 1.70167
H -3.63063 0.89228 -1.20485
H -4.90333 -0.51547 1.33794
H -5.64999 0.05961 -0.38137
H -5.30577 1.84082 2.33381
H -5.94418 2.48415 0.57405
H -6.79898 1.10572 1.49453
H -1.01124 -1.40598 -1.43985
H -1.61404 1.72599 -1.79897
H -1.71847 0.23627 -2.89751
H 1.25900 1.41043 -2.27023
H 0.45632 0.61992 -3.77824
H 1.68115 1.54572 -0.14713
H -0.13697 1.74956 0.20804
H 2.00519 1.68902 1.94876
H 0.00828 3.36116 1.68311
H 0.81413 2.89443 3.37157
H -0.83828 2.11779 2.89309
H 2.42804 -0.12960 -1.28509
H 0.39139 -1.42946 -3.06580
H 2.24829 -1.32083 -3.28016
H 2.57770 -3.76709 -2.56366
H 0.68523 -3.91554 -2.01223
H 1.17259 -3.57435 -3.79111
*
```

No. 2
Below is the molecule C4H7NO, with properties calculated with wB97M-V/def2-TZVPD.

Results
Energy ... -7797.3022 eV
Gap between HOMO and LUMO ... 10.4 eV
Relative energy (zero: lowest compared OMol25 entry of this formula, charge and spin) ... 54.01 kcal/mol
SMILES ... CN1CC(=O)C1

ORCA input file:
```
! wB97M-V def2-TZVPD RIJCOSX def2/J DEFGRID3
* xyz 0 1
C -1.43547 -0.23326 0.12546
N -0.29596 0.12432 -0.72432
C 0.61799 1.21912 -0.21030
C 1.25978 0.08110 0.55748
O 1.44652 -0.07508 1.73623
C 0.80058 -0.87706 -0.52955
H -1.86222 -1.16357 -0.26674
H -1.16543 -0.40756 1.18133
H -2.21225 0.53238 0.07550
H 1.20198 1.58412 -1.06353
H 0.23867 2.06094 0.37480
H 0.49412 -1.87114 -0.20162
H 1.43378 -0.92270 -1.42022
*
```

No. 3
Below is the molecule C19H37N3, with properties calculated with wB97M-V/def2-TZVPD.

Results
Energy ... -24772.9391 eV
Gap between HOMO and LUMO ... 9.2 eV
Relative energy (zero: lowest compared OMol25 entry of this formula, charge and spin) ... 0.00 kcal/mol
SMILES ... CC(C)=CCC/C(C)=C/CC[C@H](C)NCCN1CCNCC1

ORCA input file:
```
! wB97M-V def2-TZVPD RIJCOSX def2/J DEFGRID3
* xyz 0 1
C 6.84987 2.31418 0.72974
C 5.46821 1.87781 0.33626
C 4.89440 0.81653 0.89089
C 3.54627 0.24949 0.56920
H 2.84689 1.03580 0.28171
H 3.14022 -0.24879 1.45212
C 3.64594 -0.78282 -0.57067
C 2.29412 -1.35434 -0.89812
C 1.91155 -2.52568 -0.40331
C 0.58809 -3.19028 -0.62095
H 0.75736 -4.23657 -0.89210
H 0.04761 -2.70810 -1.43205
C -0.27269 -3.15244 0.64784
H 0.29114 -3.58107 1.47936
H -1.16512 -3.76399 0.50110
C -0.68522 -1.72789 1.03044
N -1.40382 -1.07709 -0.05762
H -1.61925 -0.12085 0.21518
C -2.64813 -1.68566 -0.49281
H -3.26423 -2.05364 0.34176
C -3.43880 -0.65322 -1.29696
N -3.71410 0.52932 -0.49819
C -4.81782 0.34322 0.42751
H -4.63224 -0.54499 1.03298
C -4.93277 1.56855 1.34072
N -5.11505 2.80098 0.59818
H -6.01374 2.77492 0.12116
C -4.05662 2.93946 -0.38393
H -4.23919 3.83804 -0.97679
H -3.11814 3.06352 0.16322
C -3.93985 1.71730 -1.30242
H -3.09348 1.84707 -1.98059
H -4.86139 1.62625 -1.91036
H -5.76878 1.44438 2.03218
H -4.01032 1.67028 1.91919
H -5.77340 0.19609 -0.11484
H -2.82347 -0.34623 -2.14577
H -4.36290 -1.11284 -1.68825
H -2.42486 -2.53848 -1.14187
C -1.44347 -1.73129 2.36745
H -0.78234 -2.04582 3.17085
H -1.81215 -0.73218 2.59433
H -2.28882 -2.41572 2.33874
H 0.23018 -1.13653 1.16151
H 2.59181 -3.07163 0.23963
C 1.42319 -0.51237 -1.78732
H 0.39480 -0.50757 -1.43162
H 1.79057 0.51035 -1.82273
H 1.43472 -0.90609 -2.80441
H 4.06885 -0.29386 -1.45094
H 4.32877 -1.57714 -0.26281
H 5.45689 0.25544 1.62665
C 4.83905 2.73546 -0.72133
H 5.33493 2.56536 -1.67765
H 3.78163 2.52524 -0.84485
H 4.95908 3.78893 -0.47089
H 7.28683 1.63530 1.45734
H 7.49709 2.35101 -0.14635
H 6.82214 3.31491 1.16129
*
```

| no. | highest occupied orbital energy (eV) |
| --- | --- |
| 1 | -9.4 |
| 2 | -9.4 |
| 3 | -8.4 |